A cluster of 10 separate species, C90H190N10O10 in total at a distorted geometry, computed with the ωB97M-V functional and the def2-TZVPD basis.

Element x y z (Å)
O1 2.353 0.107 32.644
O2 -2.148 1.927 31.811
O3 -1.083 -0.605 32.744
O4 3.675 1.343 27.396
O5 0.169 5.705 25.541
O6 -6.199 8.442 27.853
O7 0.673 4.466 40.835
O8 -4.393 2.261 27.700
O9 1.375 11.005 29.780
O10 -9.610 0.182 33.968
N1 -2.075 -1.551 32.319
N2 0.039 4.420 39.547
N3 0.519 11.451 30.807
N4 2.911 0.280 26.804
N5 -2.226 3.343 31.769
N6 -9.163 1.223 33.110
N7 3.180 -0.020 33.816
N8 -1.137 5.798 26.159
N9 -5.405 1.242 27.933
N10 -6.859 8.688 29.093
C1 -3.876 -3.021 32.893
C2 -1.108 3.824 30.961
C3 1.158 4.118 38.507
C4 -2.842 -2.079 33.483
C5 -8.071 2.026 33.784
C6 2.251 -0.401 27.898
C7 -6.619 11.067 28.794
C8 -9.905 3.146 31.794
C9 1.273 0.730 35.148
C10 -1.122 5.381 31.139
C11 -10.347 2.018 32.714
C12 -7.556 7.743 31.241
C13 -6.861 8.914 31.939
C14 -0.777 5.664 39.500
C15 -7.078 3.225 27.890
C16 -2.527 3.746 33.175
C17 -1.927 12.703 31.656
C18 -8.382 2.418 35.198
C19 1.219 2.035 26.102
C20 0.327 13.691 29.573
C21 -1.229 5.785 32.636
C22 4.966 0.891 35.738
C23 -6.632 1.824 27.409
C24 0.540 4.342 37.148
C25 -0.720 -1.803 30.248
C26 3.502 0.874 36.030
C27 -1.634 3.201 34.261
C28 1.431 0.569 28.781
C29 -5.176 0.862 29.288
C30 -2.079 -2.824 34.605
C31 -1.655 11.207 31.771
C32 -1.387 10.676 29.327
C33 -2.232 5.243 25.288
C34 0.491 12.896 30.954
C35 -3.964 3.332 33.421
C36 -3.573 5.532 25.882
C37 5.148 1.056 32.650
C38 -7.648 0.743 27.771
C39 0.276 3.203 31.447
C40 2.415 4.962 38.692
C41 1.905 13.271 31.514
C42 2.136 0.837 25.730
C43 -0.561 13.343 31.984
C44 -6.275 -0.145 29.628
C45 -1.257 5.817 38.050
C46 -11.215 1.097 31.797
C47 -7.710 3.185 32.950
C48 -1.938 3.740 25.246
C49 0.466 -1.083 26.078
C50 -3.765 6.953 26.280
C51 -0.337 9.256 31.108
C52 1.330 -0.339 25.094
C53 -0.994 8.198 25.682
C54 -0.286 7.221 27.810
C55 -1.266 7.160 26.711
C56 -2.187 5.748 23.816
C57 -2.657 7.169 27.282
C58 1.459 -1.481 27.170
C59 -0.688 10.673 30.741
C60 -6.276 9.896 29.706
C61 -3.811 0.217 29.335
C62 -1.939 5.519 40.530
C63 -4.761 9.960 29.794
C64 -2.463 -3.418 30.911
C65 5.305 -0.311 34.887
C66 -7.656 0.398 29.331
C67 -11.188 2.560 33.964
C68 -6.922 7.423 29.843
C69 -6.914 1.019 33.852
C70 4.725 -1.427 32.609
C71 -0.254 -3.346 32.082
C72 -5.122 2.033 30.328
C73 -2.527 5.262 33.179
C74 -1.295 3.450 29.433
C75 -6.483 1.865 25.805
C76 -1.377 -2.514 31.421
C77 2.795 2.527 34.384
C78 -3.466 -0.851 34.041
C79 -5.500 6.720 29.971
C80 3.079 1.421 24.628
C81 -7.901 6.509 29.144
C82 -8.847 4.054 32.416
C83 -0.206 5.671 36.941
C84 -3.331 -4.114 31.991
C85 1.555 2.684 38.822
C86 0.033 7.029 39.850
C87 -7.008 10.099 31.098
C88 4.605 -0.133 33.473
C89 2.687 1.015 34.739
C90 3.266 -1.101 28.794
H1 5.185 1.919 33.313
H2 -0.018 9.183 32.132
H3 -7.010 0.243 34.612
H4 -5.754 8.647 31.909
H5 -0.417 8.194 28.331
H6 -7.609 6.874 31.959
H7 -2.572 10.634 31.785
H8 -1.643 2.079 34.192
H9 3.930 -0.316 29.203
H10 -1.243 2.330 29.306
H11 1.146 1.291 36.102
H12 3.785 2.902 34.644
H13 -6.904 3.776 33.409
H14 -10.583 0.762 30.926
H15 0.241 3.044 32.506
H16 0.566 0.967 34.391
H17 -8.627 0.986 27.497
H18 -1.881 8.427 25.080
H19 -6.111 -1.074 29.064
H20 -10.802 3.573 34.204
H21 -3.753 7.609 25.385
H22 -2.750 6.427 28.085
H23 -2.478 6.770 23.724
H24 -0.488 -2.623 29.566
H25 -3.115 -2.694 30.399
H26 2.679 13.202 30.790
H27 -2.950 5.199 23.239
H28 -7.689 11.063 28.516
H29 -1.305 6.856 32.809
H30 0.331 2.272 30.898
H31 -2.090 3.489 35.205
H32 -8.038 10.220 30.746
H33 -3.549 4.860 26.749
H34 -4.989 6.894 28.968
H35 3.800 0.635 24.418
H36 1.062 13.246 28.940
H37 -9.054 -0.572 33.724
H38 -5.968 1.546 34.092
H39 2.127 2.297 37.962
H40 2.015 3.179 34.790
H41 -2.572 4.654 40.273
H42 2.002 1.482 28.838
H43 -3.762 -0.640 28.644
H44 5.347 1.784 35.373
H45 -7.531 3.054 35.568
H46 -4.497 -3.428 33.673
H47 -0.708 5.706 35.936
H48 -0.635 -4.070 32.801
H49 -2.901 1.533 31.381
H50 2.086 -1.087 24.806
H51 -11.637 0.227 32.249
H52 -11.951 1.744 31.343
H53 -1.618 5.384 41.596
H54 -0.347 5.383 33.123
H55 -2.902 3.192 25.054
H56 -7.220 2.701 32.072
H57 -0.652 3.603 34.327
H58 -0.320 -0.442 26.524
H59 -7.464 6.058 28.248
H60 -7.655 3.132 28.775
H61 -0.615 9.137 26.057
H62 1.131 3.875 31.188
H63 -9.404 2.716 30.926
H64 -4.500 9.800 28.761
H65 0.432 0.751 28.418
H66 -1.067 -2.475 34.713
H67 1.850 2.648 26.755
H68 2.262 6.021 38.472
H69 -2.729 12.857 32.369
H70 -6.026 2.788 25.536
H71 -2.654 -2.757 35.545
H72 -7.626 3.765 27.115
H73 -8.815 7.076 28.910
H74 -0.635 7.889 40.069
H75 1.182 -0.344 35.225
H76 -2.224 13.011 30.650
H77 -6.029 2.676 30.321
H78 -5.913 1.011 25.423
H79 -8.447 4.828 31.713
H80 2.210 -2.167 26.749
H81 -0.735 13.684 29.172
H82 0.589 14.739 29.763
H83 3.624 2.270 25.002
H84 -4.183 -4.666 31.541
H85 -1.676 6.799 37.952
H86 2.008 10.495 30.334
H87 -9.285 4.674 33.213
H88 -1.224 8.616 30.967
H89 -6.108 3.682 28.069
H90 -4.759 7.131 26.653
H91 -11.063 1.953 34.840
H92 -2.194 -4.146 30.158
H93 -2.016 5.782 30.651
H94 3.240 4.576 38.096
H95 -2.217 3.848 28.991
H96 2.743 5.015 39.723
H97 2.022 12.650 32.445
H98 6.149 0.912 32.201
H99 -3.366 5.587 32.570
H100 3.162 1.755 36.594
H101 6.381 -0.490 34.633
H102 -1.799 11.655 29.152
H103 -2.037 5.077 38.030
H104 2.434 1.743 23.815
H105 -8.437 -0.386 29.500
H106 0.283 1.695 26.521
H107 1.411 0.191 29.813
H108 -1.165 5.615 23.465
H109 -0.235 7.844 24.961
H110 -2.784 -4.892 32.541
H111 -0.596 14.451 32.062
H112 0.275 -3.820 31.252
H113 -6.428 11.993 29.296
H114 4.419 1.189 31.857
H115 0.536 4.969 26.046
H116 2.751 -1.578 29.639
H117 -6.048 11.016 27.852
H118 -6.689 10.991 31.656
H119 0.733 7.230 27.409
H120 -2.746 8.198 27.595
H121 -1.416 0.254 32.402
H122 2.759 2.545 33.245
H123 -0.100 3.522 36.844
H124 -1.990 -3.919 34.390
H125 -4.319 9.239 30.489
H126 0.918 -2.023 27.934
H127 3.860 -1.862 28.274
H128 -7.379 -0.224 27.307
H129 -4.270 2.722 30.216
H130 -10.728 3.737 31.435
H131 -4.567 -2.400 32.337
H132 -3.925 -0.255 33.213
H133 -1.437 -1.154 29.744
H134 -4.580 3.548 32.547
H135 1.697 -0.600 32.611
H136 0.568 7.338 38.979
H137 0.454 6.595 36.962
H138 -4.317 5.141 25.229
H139 4.906 -1.249 35.264
H140 -7.131 9.003 32.981
H141 -6.820 0.465 32.931
H142 -4.041 2.235 33.634
H143 -1.637 3.478 26.245
H144 2.080 2.582 39.749
H145 -2.187 9.861 29.267
H146 0.185 -1.331 30.554
H147 0.710 1.974 38.833
H148 -8.524 1.513 35.808
H149 5.815 -1.520 32.617
H150 5.456 0.871 36.739
H151 -7.497 1.844 25.371
H152 -0.007 -1.982 25.679
H153 -5.625 5.614 30.099
H154 -4.458 10.947 30.161
H155 -0.393 3.877 28.920
H156 -4.937 7.144 30.790
H157 -7.963 1.283 29.865
H158 0.859 0.010 24.185
H159 -12.236 2.539 33.656
H160 4.585 1.262 27.088
H161 -0.613 10.454 28.567
H162 0.999 2.587 25.179
H163 -2.632 5.563 34.182
H164 -0.307 6.345 28.473
H165 -6.889 8.661 27.237
H166 -1.221 3.428 24.491
H167 -4.195 -1.160 34.779
H168 -5.107 1.533 31.278
H169 4.233 -2.368 32.993
H170 -2.478 6.460 40.432
H171 -7.934 5.612 29.688
H172 1.790 14.308 31.837
H173 -8.576 7.966 30.881
H174 -1.236 11.040 32.741
H175 -4.280 3.777 34.356
H176 4.337 -1.308 31.586
H177 0.460 -2.641 32.484
H178 -2.734 -0.177 34.528
H179 0.565 6.862 40.780
H180 0.473 8.787 30.539
H181 -6.149 -0.452 30.681
H182 -0.208 5.838 30.655
H183 -0.238 12.994 32.975
H184 -3.086 0.998 29.096
H185 -9.285 3.006 35.311
H186 3.215 0.000 36.611
H187 0.539 3.574 41.210
H188 -3.694 1.833 27.187
H189 -3.590 -0.180 30.348
H190 1.315 4.371 36.400

Summary:
Energy relative to the best compared isomer or geometry (same formula, charge and spin) in kcal/mol: 40.5
LUMO in eV: 0.43
HOMO energy in eV: -8.3
Gap between HOMO and LUMO in Eh: 0.3227
Structure (SMILES): CC1(C)CCCC(C)(C)N1O.CC1(C)CCCC(C)(C)N1O.CC1(C)CCCC(C)(C)N1O.CC1(C)CCCC(C)(C)N1O.CC1(C)CCCC(C)(C)N1O.CC1(C)CCCC(C)(C)N1O.CC1(C)CCCC(C)(C)N1O.CC1(C)CCCC(C)(C)N1O.CC1(C)CCCC(C)(C)N1O.CC1(C)CCCC(C)(C)N1O
Charge: 0